77
Properties=species:S:1:pos:R:3 method="wB97M-V/def2-TZVPD" e_lumo_ev=2.1 largest_force_ev_per_a=0.409 homo_energy_ha=-0.06936 gap_ev=4.029 total_charge=-1
C -1.023 0.414 0.985
C -1.804 -0.640 0.219
O -0.979 -1.003 -0.960
C -3.081 -0.029 -0.314
C -4.302 -0.172 0.604
C -5.315 0.909 0.333
F -6.464 0.786 1.137
H -0.349 0.016 1.742
H -1.704 1.128 1.457
H -0.399 0.987 0.267
H -1.003 -0.204 -1.530
H -3.312 -0.526 -1.258
H -2.942 1.057 -0.550
H -4.765 -1.136 0.389
H -4.008 -0.172 1.652
H -5.667 0.847 -0.697
H -4.895 1.899 0.503
N 1.442 -1.514 -2.448
C 2.349 -0.928 -3.280
C 3.326 -1.854 -3.555
C 2.982 -3.041 -2.860
C 1.811 -2.797 -2.186
H 0.608 -1.080 -2.067
H 2.226 0.089 -3.611
H 4.188 -1.702 -4.185
H 3.533 -3.969 -2.860
H 1.207 -3.419 -1.549
N 7.079 -4.838 -4.923
C 5.740 -4.568 -4.820
C 5.057 -5.653 -5.298
C 6.023 -6.616 -5.704
C 7.260 -6.084 -5.459
H 7.814 -4.219 -4.637
H 5.387 -3.635 -4.413
H 3.985 -5.746 -5.345
H 5.829 -7.588 -6.124
H 8.247 -6.485 -5.615
N 5.396 -2.006 -7.472
C 4.117 -1.686 -7.110
C 3.796 -0.499 -7.710
C 4.932 -0.084 -8.461
C 5.903 -1.036 -8.294
H 5.881 -2.834 -7.178
H 3.553 -2.330 -6.457
H 2.856 0.018 -7.615
H 5.024 0.810 -9.054
H 6.902 -1.105 -8.688
N -6.489 -2.024 4.600
C -6.115 -1.540 5.825
C -6.246 -0.178 5.790
C -6.703 0.172 4.489
C -6.846 -0.989 3.780
H -6.481 -2.990 4.335
H -5.781 -2.200 6.607
H -6.012 0.496 6.596
H -6.891 1.161 4.108
H -7.159 -1.161 2.765
N -1.049 2.871 4.957
C -0.350 1.776 5.392
C -1.106 0.667 5.128
C -2.311 1.107 4.516
C -2.249 2.469 4.429
H -0.748 3.823 5.028
H 0.628 1.879 5.832
H -0.822 -0.352 5.329
H -3.116 0.489 4.158
H -2.943 3.183 4.019
N 0.126 6.494 5.181
C -0.672 7.443 4.603
C -1.069 8.308 5.586
C -0.488 7.861 6.805
C 0.243 6.740 6.523
H 0.570 5.740 4.690
H -0.890 7.419 3.549
H -1.708 9.163 5.449
H -0.598 8.310 7.778
H 0.831 6.099 7.157